## one
Below is 2 unconnected molecules or ions with the total composition C4H9N3O, with properties calculated with the ωB97M-V functional and the def2-TZVPD basis.

Geometry as XYZ:
```
17
C4H9N3O, DFT the ωB97M-V functional and the def2-TZVPD basis
N 1.881 1.988 -0.900
C 1.464 0.752 -1.328
N 2.118 -0.302 -0.682
O 0.623 0.577 -2.181
H 2.838 2.065 -0.593
H 1.558 2.768 -1.447
H 2.052 -0.296 0.327
H 1.765 -1.176 -1.049
C -2.325 -0.698 -0.093
C -1.816 -0.058 0.954
N -0.959 -0.677 1.894
C -1.401 -1.676 2.520
H -1.967 -1.692 -0.315
H -2.971 -0.173 -0.780
H -1.873 1.011 1.105
H -0.790 -2.189 3.257
H -2.403 -2.083 2.355
```

Properties
HOMO (eV): -9.2197
Net charge: 0
HOMO-LUMO gap (eV): 10.203
SMILES string: NC(N)=O.C=CN=C

## two
Below is C4H9N3O in the gas phase, with properties calculated with the ωB97M-V functional and the def2-TZVPD basis.

Geometry as XYZ:
```
17
C4H9N3O, DFT the ωB97M-V functional and the def2-TZVPD basis
C -0.332 2.597 -0.947
C 0.171 1.273 -1.644
N 0.246 0.285 -0.527
N 1.245 0.526 0.485
C -0.771 -0.548 -0.463
N -1.253 -1.156 0.618
C -0.397 -1.810 1.467
O 0.782 -1.903 1.281
H -1.340 2.440 -0.605
H 0.298 2.629 -0.012
H -0.284 3.449 -1.595
H -0.898 1.109 -2.098
H 1.043 1.349 -2.194
H 1.374 -0.496 0.777
H 2.230 0.488 -0.071
H -1.412 -0.460 -1.358
H -0.960 -1.936 2.393
```

Properties
HOMO (eV): -8.9810
Net charge: 0
HOMO-LUMO gap (eV): 9.612
SMILES string: CCN(N)/C=N\C=O

one is preferred energetically. Next in line: 0.0914 hartree higher.

## one
Below is C4H9N3O in the gas phase, with properties calculated with the ωB97M-V functional and the def2-TZVPD basis.

Geometry as XYZ:
```
17
C4H9N3O, DFT the ωB97M-V functional and the def2-TZVPD basis
C 1.932 -0.378 0.743
N 1.590 -0.640 -0.631
C 0.363 -1.472 -0.882
C 0.416 -0.026 -1.198
C -0.472 0.940 -0.453
O -0.239 2.125 -0.339
N -1.541 0.353 0.175
N -2.323 1.086 1.100
H 1.096 -0.281 1.449
H 2.523 0.535 0.798
H 2.543 -1.206 1.110
H 0.437 -2.185 -1.692
H -0.115 -1.870 0.007
H 0.550 0.273 -2.234
H -1.842 -0.602 0.063
H -3.153 1.443 0.630
H -1.765 1.906 1.353
```

Properties
HOMO (eV): -9.3637
Net charge: 0
HOMO-LUMO gap (eV): 10.262
SMILES string: CN1C[C@H]1C(=O)NN

## two
Below is C4H9N3O in the gas phase, with properties calculated with the ωB97M-V functional and the def2-TZVPD basis.

Geometry as XYZ:
```
17
C4H9N3O, DFT the ωB97M-V functional and the def2-TZVPD basis
H -3.491 0.927 0.392
N -2.638 0.873 -0.150
C -1.617 0.502 0.500
N -0.414 0.348 -0.096
C -0.262 0.675 -1.496
C 0.746 -0.059 0.645
C 1.091 -1.542 0.472
N 1.831 0.865 0.320
O 2.963 0.443 0.387
H -1.591 0.254 1.573
H 0.194 1.658 -1.620
H 0.359 -0.072 -1.990
H -1.258 0.682 -1.934
H 0.554 0.139 1.714
H 0.283 -2.159 0.852
H 2.006 -1.769 1.013
H 1.244 -1.766 -0.581
```

Properties
HOMO (eV): -8.7838
Net charge: 0
HOMO-LUMO gap (eV): 8.475
SMILES string: [H]/N=C/N(C)[C@@H](C)N=O

## three
Below is a molecular structure, C4H9N3O, with properties calculated with the ωB97M-V functional and the def2-TZVPD basis.

Geometry as XYZ:
```
17
C4H9N3O, DFT the ωB97M-V functional and the def2-TZVPD basis
C -1.876 1.163 -0.211
N -0.986 0.088 0.302
N -1.638 -0.797 1.219
H -0.382 -0.239 -0.597
H -2.265 -0.305 1.852
H -0.984 -1.264 1.845
H -1.327 1.650 -1.015
H -2.124 1.848 0.603
H -2.775 0.684 -0.592
C 2.334 -1.111 -0.784
C 1.363 0.020 -1.018
C 0.555 0.640 0.750
O 1.350 0.717 -2.011
N 1.041 1.102 1.704
H 2.518 -1.153 0.296
H 3.283 -0.955 -1.303
H 1.915 -2.086 -1.041
```

Properties
HOMO (alpha / beta) (eV): -7.5160 / -7.5161
Net charge: 0
HOMO-LUMO gap (alpha / beta) (eV): 7.964 / 7.964

## four
Below is C4H9N3O in the gas phase, with properties calculated with the ωB97M-V functional and the def2-TZVPD basis.

Geometry as XYZ:
```
17
C4H9N3O, DFT the ωB97M-V functional and the def2-TZVPD basis
C 1.925 0.958 0.991
C 1.126 0.829 -0.052
C -0.359 0.616 0.062
N -1.139 1.144 -1.058
C -0.734 -0.858 0.187
N -1.850 -1.088 0.949
N -0.144 -1.868 -0.312
O 1.036 -1.627 -1.040
H 1.551 0.906 2.001
H 2.986 1.104 0.880
H 1.519 0.868 -1.059
H -0.720 1.111 0.973
H -0.862 0.669 -1.912
H -0.937 2.132 -1.180
H -2.539 -0.353 0.925
H -2.221 -2.024 0.875
H 1.361 -2.517 -1.232
```

Properties
HOMO (eV): -8.5192
Net charge: 0
HOMO-LUMO gap (eV): 9.562
SMILES string: C=C[C@@H](N)/C(N)=N\O

one is preferred energetically. Next in line: 0.0104 hartree higher.

## one
Below is C4H9N3O in the gas phase, with properties calculated with the ωB97M-V functional and the def2-TZVPD basis.

Geometry as XYZ:
```
17
C4H9N3O, DFT the ωB97M-V functional and the def2-TZVPD basis
C -1.880 -0.190 -0.655
N -0.885 -0.098 0.404
N -0.155 -1.665 0.555
C 1.272 -0.797 0.180
O 2.329 -1.131 0.702
N 0.972 -0.218 -1.116
C 0.363 0.453 0.075
C 0.735 1.818 0.555
H -2.271 0.824 -0.781
H -1.473 -0.533 -1.609
H -2.693 -0.837 -0.327
H -0.283 -1.916 1.529
H -0.319 -2.446 -0.087
H 1.789 0.260 -1.481
H 0.310 1.985 1.544
H 1.822 1.891 0.627
H 0.367 2.600 -0.114
```

Properties
HOMO (eV): -7.6260
Net charge: 0
HOMO-LUMO gap (eV): 8.257
SMILES string: CN1[NH2+][C@@]2([O-])N[C@@]12C

## two
Below is C4H9N3O in the gas phase, with properties calculated with the ωB97M-V functional and the def2-TZVPD basis.

Geometry as XYZ:
```
17
C4H9N3O, DFT the ωB97M-V functional and the def2-TZVPD basis
H 2.869 -0.672 0.057
N 2.217 -1.507 -0.043
C 1.027 -1.031 0.203
C -0.163 -1.856 0.127
N 0.890 0.326 0.498
N -0.164 0.867 1.267
C -1.230 1.252 0.679
O -1.652 0.895 -0.559
C -0.780 1.009 -1.713
H -0.466 -2.003 1.138
H -0.989 -1.146 -0.301
H 0.035 -2.817 -0.491
H 1.708 0.614 0.958
H -2.005 1.762 1.194
H -1.421 1.375 -2.556
H 0.126 1.672 -1.311
H -0.365 0.009 -2.044
```

Properties
HOMO (eV): -8.7925
Net charge: 0
HOMO-LUMO gap (eV): 9.512
SMILES string: [H]/N=C(/C)N/N=C\OC

## three
Below is 2 unconnected molecules or ions with the total composition C4H9N3O, with properties calculated with the ωB97M-V functional and the def2-TZVPD basis.

Geometry as XYZ:
```
17
C4H9N3O, DFT the ωB97M-V functional and the def2-TZVPD basis
N -2.201 -0.433 0.127
C -1.888 0.799 -0.373
N -2.862 1.368 -1.143
O -0.828 1.346 -0.151
H -1.447 -0.957 0.538
H -2.964 -0.961 -0.258
H -2.734 2.338 -1.376
H -3.805 1.024 -1.115
C 3.607 -0.154 -1.108
C 2.722 0.005 -0.312
N 1.783 0.158 0.629
C 1.377 -1.030 1.347
H 4.400 -0.226 -1.787
H 1.004 0.742 0.335
H 0.855 -1.769 0.718
H 2.261 -1.516 1.765
H 0.720 -0.735 2.165
```

Properties
HOMO (eV): -7.9723
Net charge: 0
HOMO-LUMO gap (eV): 8.550
SMILES string: NC(N)=O.C#CNC

## four
Below is a molecular structure, C4H9N3O, with properties calculated with the ωB97M-V functional and the def2-TZVPD basis.

Geometry as XYZ:
```
17
C4H9N3O, DFT the ωB97M-V functional and the def2-TZVPD basis
C -0.345 2.136 -0.821
C -0.238 1.671 0.438
C -0.602 -1.337 0.268
C 0.436 -0.569 1.161
N 0.474 1.441 -1.659
N 1.484 0.774 -1.008
N 0.771 0.769 0.642
O 1.686 -1.278 1.103
H -1.194 2.764 -1.048
H -0.894 1.824 1.239
H -0.262 -2.112 -0.293
H -1.439 -1.731 0.848
H -0.939 -0.461 -0.320
H -0.019 -0.520 2.159
H 0.012 0.912 -2.450
H 1.568 -0.270 -1.251
H 2.425 -0.772 1.368
```

Properties
HOMO (eV): -7.3065
Net charge: 0
HOMO-LUMO gap (eV): 8.168

three is preferred energetically. Next in line: 0.0620 hartree higher.

## one
Below is C4H9N3O in the gas phase, with properties calculated with the ωB97M-V functional and the def2-TZVPD basis.

Geometry as XYZ:
```
17
C4H9N3O, DFT the ωB97M-V functional and the def2-TZVPD basis
C -0.914 -1.616 -0.641
C 0.546 0.090 0.691
C -0.749 -0.295 0.080
C 1.137 0.876 -0.262
N 0.770 -0.007 2.082
N -0.323 0.855 -1.160
O -1.883 -0.035 0.799
N 2.209 1.502 -0.531
H -1.691 0.721 1.374
H 1.404 0.705 2.424
H 1.116 -0.922 2.353
H -0.049 0.615 -2.111
H -1.032 1.580 -1.204
H 2.328 1.776 -1.501
H -0.069 -1.797 -1.302
H -1.850 -1.640 -1.201
H -0.951 -2.408 0.109
```

Properties
HOMO (eV): -6.5855
Net charge: 0
HOMO-LUMO gap (eV): 7.219

## two
Below is a molecular structure, C4H9N3O, with properties calculated with the ωB97M-V functional and the def2-TZVPD basis.

Geometry as XYZ:
```
17
C4H9N3O, DFT the ωB97M-V functional and the def2-TZVPD basis
C 0.479 -1.835 1.127
C 0.043 -1.435 -0.473
C -2.219 0.882 0.502
C 0.269 1.074 0.529
H 1.877 -1.873 1.172
H 0.220 -0.764 1.737
H -0.205 -2.958 1.452
H 0.368 -2.395 -1.023
H -2.364 1.241 1.632
H -2.948 0.075 0.233
H -2.549 1.789 -0.210
H 0.206 1.616 1.444
H 2.386 0.955 -1.390
N -0.771 -0.566 -0.811
N -0.826 0.343 0.103
N 1.417 1.126 0.034
O 1.604 0.485 -1.304
```

Properties
HOMO (eV): -8.0670
Net charge: 0
HOMO-LUMO gap (eV): 8.831

one is preferred energetically. Next in line: 0.1786 hartree higher.